Record 1
{"formula": "C46H66N13O12Zr", "method": "the ωB97M-V functional and the def2-TZVPD basis", "charge": 3, "multiplicity": 1, "orbital_gap_ev": 2.1, "homo_energy_ev": -13.53, "fmax_ev_per_a": 10.12, "mol_weight_da": 1084.337, "species": ["Zr", "C", "C", "C", "O", "H", "H", "H", "H", "H", "H", "H", "C", "C", "C", "C", "C", "C", "C", "O", "C", "C", "C", "C", "C", "C", "C", "O", "H", "H", "H", "H", "H", "H", "H", "H", "C", "C", "C", "C", "C", "C", "C", "O", "C", "C", "C", "C", "C", "C", "C", "O", "H", "H", "H", "H", "H", "H", "H", "H", "C", "O", "N", "N", "H", "H", "H", "H", "C", "O", "N", "N", "H", "H", "H", "H", "C", "O", "N", "N", "H", "H", "H", "H", "C", "O", "N", "N", "H", "H", "H", "H", "C", "O", "N", "N", "H", "H", "H", "H", "C", "O", "N", "N", "H", "H", "H", "H", "C", "C", "C", "C", "C", "C", "N", "O", "C", "C", "C", "H", "H", "H", "H", "H", "H", "H", "H", "H", "H", "H", "H", "H", "H", "H", "H", "H", "H", "H"], "coordinates": [[2.98, 2.52, -3.78], [0.58, 1.37, -0.19], [1.41, 0.62, -1.21], [0.59, -0.44, -1.96], [2.03, 1.51, -2.11], [0.13, 0.74, 0.57], [-0.29, 1.88, -0.61], [1.17, 2.21, 0.18], [2.21, 0.08, -0.68], [1.21, -1.15, -2.49], [-0.11, 0.13, -2.56], [0.17, -0.97, -1.10], [-2.57, 0.29, 2.12], [-1.99, 0.03, 3.31], [-1.66, -1.25, 3.80], [-2.01, -2.27, 2.94], [-2.60, -2.06, 1.64], [-2.86, -0.75, 1.23], [-3.11, -3.14, 0.71], [-3.19, -2.94, -0.49], [-3.42, -4.35, 1.50], [-4.12, -5.38, 0.83], [-4.31, -6.58, 1.47], [-3.81, -6.88, 2.74], [-3.05, -5.90, 3.34], [-2.83, -4.64, 2.74], [-1.94, -3.68, 3.42], [-1.30, -4.08, 4.38], [-2.74, 1.30, 1.79], [-1.85, 0.85, 4.00], [-1.11, -1.46, 4.70], [-3.36, -0.64, 0.28], [-4.60, -5.11, -0.10], [-4.90, -7.33, 0.95], [-3.82, -7.83, 3.26], [-2.66, -6.14, 4.32], [-2.82, -9.81, -0.64], [-3.01, -9.24, -1.88], [-2.50, -7.99, -2.22], [-1.66, -7.37, -1.33], [-1.33, -8.00, -0.08], [-1.87, -9.26, 0.21], [-0.38, -7.41, 0.94], [0.09, -8.06, 1.85], [-0.01, -5.99, 0.67], [0.73, -5.28, 1.60], [1.17, -3.97, 1.33], [0.91, -3.36, 0.12], [0.05, -4.08, -0.73], [-0.42, -5.36, -0.49], [-1.19, -5.98, -1.58], [-1.56, -5.37, -2.57], [-3.23, -10.79, -0.42], [-3.63, -9.80, -2.58], [-2.72, -7.49, -3.15], [-1.84, -9.75, 1.18], [0.98, -5.72, 2.56], [1.61, -3.51, 2.21], [1.09, -2.33, -0.13], [-0.30, -3.59, -1.63], [0.31, 4.55, -3.25], [1.47, 4.12, -3.54], [-0.19, 5.77, -3.48], [-0.54, 3.69, -2.69], [-1.12, 6.01, -3.19], [0.56, 6.37, -3.80], [-0.28, 2.75, -2.43], [-1.46, 4.05, -2.53], [5.95, 1.15, 1.70], [7.13, 1.05, 1.33], [5.35, 2.26, 2.13], [5.09, 0.12, 1.39], [4.41, 2.28, 2.50], [5.90, 3.00, 2.53], [4.11, 0.03, 1.58], [5.36, -0.73, 0.93], [5.82, 1.84, -2.04], [4.73, 1.99, -2.69], [6.55, 2.85, -1.62], [6.46, 0.66, -1.93], [6.35, 3.81, -1.87], [7.44, 2.59, -1.22], [7.42, 0.55, -1.65], [6.05, -0.23, -2.13], [0.38, -3.01, -4.75], [-0.02, -2.13, -5.50], [-0.36, -4.06, -4.31], [1.71, -3.09, -4.34], [-1.33, -3.93, -4.56], [-0.02, -4.66, -3.59], [2.22, -2.23, -4.27], [1.83, -3.90, -3.76], [0.14, 1.46, -5.61], [0.92, 1.86, -4.68], [0.62, 1.44, -6.87], [-1.08, 0.98, -5.43], [1.38, 2.06, -7.09], [0.21, 0.75, -7.48], [-1.79, 0.97, -6.15], [-1.42, 0.68, -4.50], [-3.28, 1.33, -2.70], [-2.59, 0.43, -3.20], [-3.34, 1.61, -1.39], [-3.97, 2.21, -3.48], [-3.88, 2.39, -1.06], [-2.63, 1.15, -0.85], [-4.43, 3.07, -3.24], [-3.89, 2.07, -4.47], [1.80, 5.16, 1.51], [0.39, 5.14, 2.08], [0.20, 3.94, 3.09], [0.54, 4.13, 4.56], [-0.12, 5.42, 5.01], [0.30, 6.67, 4.17], [-0.03, 6.41, 2.77], [0.12, 7.51, 1.89], [-0.48, 7.83, 4.72], [1.78, 6.98, 4.40], [-0.70, 4.96, 1.03], [1.97, 4.29, 0.86], [2.65, 5.41, 2.14], [1.93, 5.95, 0.76], [-0.80, 3.53, 2.91], [0.88, 3.19, 2.67], [1.60, 4.08, 4.81], [0.08, 3.34, 5.15], [-0.13, 5.63, 6.08], [-1.19, 5.37, 4.76], [0.05, 8.54, 5.36], [-0.82, 8.43, 3.87], [-1.35, 7.67, 5.35], [1.94, 7.92, 3.87], [1.94, 7.14, 5.46], [2.59, 6.37, 3.99], [-1.69, 4.89, 1.48], [-0.66, 3.92, 0.66], [-0.70, 5.59, 0.14], [-0.75, 7.57, 1.49]]}



Record 2
{"formula": "C46H66N2O36S5", "method": "the ωB97M-V functional and the def2-TZVPD basis", "multiplicity": 1, "orbital_gap_ev": 8.7, "homo_energy_ev": -9.62, "fmax_ev_per_a": 2.53, "mol_weight_da": 1383.347, "species": ["C", "C", "O", "S", "O", "O", "O", "H", "H", "H", "H", "C", "C", "O", "S", "O", "O", "O", "H", "H", "H", "H", "C", "C", "O", "S", "O", "O", "O", "H", "H", "H", "H", "C", "C", "O", "S", "O", "O", "O", "H", "H", "H", "H", "C", "C", "O", "S", "O", "O", "O", "H", "H", "H", "H", "C", "C", "C", "C", "C", "C", "N", "O", "O", "H", "H", "H", "H", "H", "C", "C", "C", "C", "C", "C", "N", "O", "O", "H", "H", "H", "H", "H", "O", "C", "O", "C", "C", "C", "H", "H", "H", "H", "H", "H", "O", "C", "O", "C", "C", "C", "H", "H", "H", "H", "H", "H", "O", "C", "O", "C", "C", "C", "H", "H", "H", "H", "H", "H", "O", "C", "O", "C", "C", "C", "H", "H", "H", "H", "H", "H", "O", "C", "O", "C", "C", "C", "H", "H", "H", "H", "H", "H", "O", "C", "O", "C", "C", "C", "H", "H", "H", "H", "H", "H"], "coordinates": [[0.29, 6.74, -0.52], [-0.93, 5.87, -0.19], [-1.20, 6.21, 1.15], [0.23, 6.51, 1.93], [0.61, 5.31, 2.60], [0.09, 7.76, 2.60], [1.14, 6.64, 0.62], [-0.05, 7.77, -0.69], [0.82, 6.49, -1.44], [-0.67, 4.83, -0.39], [-1.72, 6.25, -0.83], [-6.13, 5.65, -1.23], [-5.06, 6.50, -0.53], [-3.94, 5.62, -0.36], [-4.00, 4.33, -1.33], [-3.43, 3.23, -0.63], [-3.55, 4.78, -2.60], [-5.59, 4.30, -1.24], [-6.37, 5.91, -2.26], [-7.01, 5.48, -0.61], [-5.31, 6.76, 0.50], [-4.73, 7.39, -1.07], [0.52, 2.56, 5.92], [0.86, 1.37, 5.04], [2.17, 1.61, 4.51], [2.99, 2.68, 5.45], [3.24, 3.84, 4.63], [4.07, 2.03, 6.11], [1.77, 2.99, 6.46], [-0.34, 2.34, 6.55], [0.19, 3.44, 5.36], [0.09, 1.29, 4.28], [0.99, 0.45, 5.62], [4.72, -3.71, -0.03], [4.81, -4.78, 1.10], [6.20, -4.82, 1.43], [6.83, -3.38, 1.26], [8.21, -3.57, 1.09], [6.28, -2.61, 2.34], [6.05, -3.07, -0.11], [4.13, -2.87, 0.34], [4.33, -4.06, -0.97], [4.53, -5.77, 0.74], [4.22, -4.54, 1.99], [-5.04, -1.80, 0.55], [-4.63, -2.14, -0.91], [-3.19, -2.03, -0.95], [-2.66, -1.46, 0.48], [-2.77, -0.04, 0.61], [-1.36, -2.00, 0.76], [-3.82, -2.16, 1.27], [-5.79, -2.52, 0.87], [-5.27, -0.75, 0.68], [-4.99, -1.42, -1.64], [-4.83, -3.16, -1.21], [1.67, -0.50, -4.67], [1.69, -1.90, -4.78], [2.87, -2.61, -4.65], [4.04, -1.88, -4.45], [4.05, -0.49, -4.42], [2.86, 0.20, -4.45], [5.25, -2.62, -4.08], [6.25, -1.97, -3.85], [5.17, -3.83, -3.99], [0.70, -0.10, -4.93], [0.73, -2.38, -4.88], [2.83, -3.69, -4.67], [4.99, 0.02, -4.30], [2.76, 1.28, -4.45], [0.15, 2.32, 0.70], [0.93, 1.40, 1.35], [1.14, 0.15, 0.74], [0.56, -0.17, -0.47], [-0.31, 0.76, -1.05], [-0.44, 2.01, -0.54], [0.83, -1.43, -1.14], [0.21, -1.66, -2.17], [1.74, -2.14, -0.77], [-0.08, 3.22, 1.27], [1.49, 1.66, 2.24], [1.62, -0.63, 1.32], [-0.97, 0.42, -1.84], [-1.03, 2.76, -1.04], [-3.31, 1.40, -7.59], [-3.31, 1.38, -6.39], [-2.64, 2.26, -5.63], [-3.03, 2.14, -4.26], [-3.24, 0.65, -4.13], [-3.86, 0.29, -5.49], [-3.89, 2.67, -3.87], [-2.17, 2.39, -3.64], [-3.88, 0.33, -3.31], [-2.26, 0.16, -4.09], [-4.96, 0.33, -5.44], [-3.64, -0.71, -5.85], [1.68, -7.47, 1.40], [0.97, -6.75, 0.76], [1.44, -6.15, -0.35], [0.41, -5.41, -1.00], [-0.62, -5.19, 0.10], [-0.51, -6.45, 0.97], [0.07, -5.92, -1.91], [0.74, -4.42, -1.33], [-1.59, -5.00, -0.36], [-0.46, -4.35, 0.78], [-1.08, -7.26, 0.52], [-0.63, -6.25, 2.03], [5.69, 2.98, -1.34], [5.59, 2.44, -0.27], [4.84, 3.02, 0.72], [4.72, 2.14, 1.84], [5.40, 0.81, 1.45], [6.09, 1.08, 0.10], [3.73, 1.86, 2.18], [5.30, 2.62, 2.64], [4.58, 0.12, 1.22], [6.09, 0.29, 2.11], [5.78, 0.40, -0.70], [7.17, 0.94, 0.08], [-5.58, -3.63, -4.17], [-4.39, -3.57, -4.36], [-3.74, -2.42, -4.09], [-2.32, -2.57, -4.13], [-2.04, -4.05, -4.47], [-3.44, -4.68, -4.62], [-1.86, -2.31, -3.18], [-1.79, -1.90, -4.81], [-1.51, -4.55, -3.66], [-1.47, -4.23, -5.38], [-3.57, -5.41, -3.82], [-3.54, -5.20, -5.57], [3.04, -2.20, 2.61], [2.49, -2.44, 3.65], [2.43, -1.56, 4.66], [1.91, -2.11, 5.86], [1.68, -3.60, 5.54], [1.61, -3.63, 4.00], [0.93, -1.64, 6.02], [2.58, -1.97, 6.70], [0.73, -3.95, 5.95], [2.45, -4.26, 5.94], [0.59, -3.50, 3.64], [2.13, -4.53, 3.69], [-2.61, 1.53, 5.45], [-2.80, 2.33, 4.57], [-2.61, 3.66, 4.81], [-3.14, 4.47, 3.72], [-3.63, 3.48, 2.67], [-3.68, 2.12, 3.36], [-2.43, 5.21, 3.37], [-3.99, 4.94, 4.21], [-2.92, 3.47, 1.85], [-4.64, 3.72, 2.33], [-3.23, 1.36, 2.73], [-4.59, 1.79, 3.87]]}



Record 3
{"formula": "C46H71AlBClF5IMgN4O19P2S", "method": "the ωB97M-V functional and the def2-TZVPD basis", "multiplicity": 1, "orbital_gap_ev": 0.8, "homo_energy_ev": -6.61, "fmax_ev_per_a": 2.56, "mol_weight_da": 1397.544, "species": ["C", "C", "C", "C", "C", "C", "C", "C", "C", "C", "C", "C", "B", "C", "O", "C", "C", "C", "O", "C", "N", "C", "C", "C", "O", "I", "N", "P", "C", "O", "C", "C", "F", "F", "C", "F", "F", "F", "H", "H", "H", "H", "H", "H", "H", "H", "H", "H", "H", "H", "H", "H", "H", "H", "H", "H", "H", "H", "H", "H", "H", "H", "H", "H", "H", "H", "H", "H", "H", "H", "H", "H", "H", "H", "H", "H", "H", "H", "H", "H", "H", "H", "H", "C", "C", "C", "O", "C", "C", "C", "O", "O", "O", "H", "H", "H", "H", "O", "S", "O", "O", "O", "C", "C", "N", "H", "H", "H", "Al", "O", "P", "O", "O", "O", "N", "C", "C", "C", "C", "H", "H", "H", "H", "H", "C", "C", "O", "C", "C", "H", "H", "H", "H", "H", "H", "H", "H", "H", "H", "C", "C", "C", "O", "C", "C", "C", "O", "H", "H", "H", "H", "Mg", "Cl"], "coordinates": [[1.61, 4.80, 0.25], [2.11, 3.69, 1.21], [3.17, 2.78, 0.55], [2.59, 1.43, 0.08], [2.52, 1.29, -1.45], [1.26, 1.90, -2.09], [0.20, 0.86, -2.44], [-0.50, 0.36, -1.16], [-2.01, 0.16, -1.28], [-2.66, 0.53, 0.06], [-4.03, -0.11, 0.31], [-5.06, 0.74, 1.11], [-4.35, 0.95, 2.54], [-4.33, -0.06, 3.74], [-3.62, 2.11, 2.75], [-5.40, 2.18, 0.57], [-6.25, 3.01, 1.52], [-6.91, 4.26, 0.96], [-8.22, 3.92, 0.49], [-6.10, 5.11, -0.06], [-6.73, 5.31, -1.35], [-6.14, 1.90, -0.73], [-5.37, 1.76, -2.04], [-4.38, 2.89, -2.30], [-3.42, 3.14, -1.64], [-4.76, 4.03, -4.08], [-7.02, 0.72, -0.28], [-7.63, -0.21, -1.75], [-8.75, 1.04, -2.47], [-8.68, -1.33, -1.19], [-6.44, 0.09, 0.97], [-6.64, -1.40, 1.19], [-5.87, -1.82, 2.22], [-6.26, -2.17, 0.14], [-8.12, -1.72, 1.60], [-8.90, -0.67, 1.25], [-8.57, -2.84, 1.01], [-8.23, -1.90, 2.93], [1.89, 5.79, 0.59], [0.53, 4.73, 0.15], [2.02, 4.64, -0.74], [2.53, 4.15, 2.10], [1.27, 3.10, 1.54], [3.68, 3.29, -0.25], [3.91, 2.57, 1.32], [1.64, 1.23, 0.56], [3.28, 0.66, 0.42], [2.58, 0.23, -1.69], [3.40, 1.75, -1.87], [0.83, 2.63, -1.40], [1.55, 2.43, -2.98], [0.73, 0.02, -2.89], [-0.52, 1.27, -3.14], [-0.03, -0.54, -0.77], [-0.35, 1.13, -0.40], [-2.27, -0.86, -1.57], [-2.37, 0.87, -2.02], [-2.67, 1.61, 0.12], [-1.99, 0.19, 0.85], [-3.83, -0.98, 0.94], [-4.46, -0.54, -0.60], [-5.33, -0.36, 4.03], [-3.84, -0.96, 3.36], [-3.74, 0.30, 4.56], [-2.93, 2.24, 2.09], [-4.48, 2.73, 0.41], [-7.08, 2.43, 1.93], [-5.69, 3.32, 2.38], [-7.07, 4.91, 1.82], [-8.78, 4.68, 0.63], [-5.10, 4.72, -0.23], [-5.96, 6.10, 0.36], [-7.27, 6.16, -1.40], [-7.24, 4.52, -1.69], [-6.92, 2.61, -0.98], [-6.01, 1.76, -2.91], [-4.79, 0.84, -2.11], [-7.86, 1.18, 0.07], [-9.56, 1.25, -1.78], [-8.24, 1.96, -2.71], [-9.16, 0.55, -3.35], [-8.96, -1.84, -1.96], [-7.00, 0.52, 1.80], [6.72, 1.04, 0.16], [7.99, 1.21, 0.59], [9.11, 0.31, 0.13], [10.24, 0.49, 0.50], [8.74, -0.79, -0.78], [7.48, -0.95, -1.19], [6.38, -0.02, -0.75], [5.27, -0.25, -1.19], [7.12, -1.93, -2.00], [8.33, 2.14, 1.43], [5.92, 1.69, 0.49], [9.55, -1.46, -1.07], [6.15, -1.82, -2.14], [9.28, 2.04, 1.62], [0.44, 4.38, -4.85], [-0.77, 4.95, -5.45], [-0.44, 5.66, -6.69], [-1.37, 5.89, -4.49], [-1.72, 3.88, -5.77], [-11.88, -0.54, 1.68], [-13.04, 0.22, 1.26], [-13.91, 0.88, 0.93], [-11.05, -0.26, 1.05], [-11.64, -0.32, 2.72], [-12.07, -1.61, 1.58], [9.85, -1.34, -2.86], [9.42, 1.16, 4.20], [8.11, 0.51, 4.65], [8.19, 0.06, 6.10], [7.81, -0.70, 3.78], [7.00, 1.55, 4.49], [11.62, 2.57, -4.43], [11.06, 2.67, -5.68], [11.97, 2.17, -6.58], [13.12, 1.76, -5.85], [12.87, 2.02, -4.53], [11.18, 2.86, -3.58], [10.08, 3.08, -5.82], [11.83, 2.12, -7.65], [14.02, 1.33, -6.25], [13.47, 1.85, -3.65], [6.92, -5.07, 1.31], [5.66, -4.38, 0.80], [5.30, -4.76, -0.53], [5.00, -6.12, -0.72], [3.83, -6.61, 0.12], [7.75, -4.92, 0.61], [7.19, -4.67, 2.28], [6.78, -6.15, 1.42], [5.84, -3.31, 0.76], [4.83, -4.54, 1.49], [5.91, -6.74, -0.55], [4.75, -6.23, -1.78], [4.05, -6.57, 1.19], [3.56, -7.65, -0.13], [2.95, -5.98, -0.05], [3.21, -8.21, 4.20], [2.57, -9.11, 4.93], [1.32, -8.77, 5.65], [0.73, -9.60, 6.32], [0.81, -7.38, 5.52], [1.45, -6.48, 4.79], [2.70, -6.82, 4.07], [3.28, -6.00, 3.39], [4.13, -8.43, 3.66], [2.93, -10.13, 5.03], [-0.11, -7.16, 6.05], [1.10, -5.46, 4.68], [5.26, -8.60, 0.35], [-12.98, 1.34, -1.51]]}